Arrangement a

# C5H7N3O2

C5H7N3O2 as an isolated structure (wB97M-V/def2-TZVPD, the OMol25 dataset).

Element x y z (Å)
1 N 0.3058 -0.6686 5.5789
2 C 1.1689 -1.4108 4.6719
3 C 1.6600 -0.5678 3.5423
4 C 1.3948 -0.6405 2.1980
5 O 2.1616 0.3304 1.6073
6 C 2.7453 0.9880 2.6125
7 N 2.2057 0.6911 3.7544
8 C 0.1316 -0.8999 1.5054
9 N -0.8022 -1.6737 1.7946
10 H 0.1762 -1.1858 6.4428
11 H 0.6923 0.2321 5.8491
12 H 2.0582 -1.8471 5.1655
13 H 0.5960 -2.2409 4.2419
14 H 3.3283 1.8687 2.3562
15 O -0.7823 0.5444 1.3984
16 H -0.1397 1.2268 1.6477
17 H -1.7099 -0.7575 1.7616

Values from the calculation:
M ... 141.13 g/mol

***

Arrangement b

# C5H7N3O2

One molecule with the formula C5H7N3O2 (wB97M-V/def2-TZVPD, the OMol25 dataset).

Element x y z (Å)
1 C -3.2436 -0.1547 -0.0415
2 C -1.7957 0.1362 -0.1577
3 C -0.6760 -0.6475 -0.2364
4 N -0.5379 -2.0305 -0.0665
5 C 0.3872 0.3078 -0.3183
6 N -0.0629 1.5237 -0.1132
7 O -1.4151 1.4272 -0.1167
8 C 1.8459 0.0195 -0.3809
9 N 2.3948 -0.8244 0.4508
10 H -3.5990 0.0061 0.9866
11 H -3.8179 0.4997 -0.7106
12 H -3.4366 -1.1989 -0.3152
13 H -1.4193 -2.5005 0.1047
14 H -0.0713 -2.4822 -0.8481
15 O 2.6356 1.0695 -0.4215
16 H 1.8057 -1.6358 0.6344
17 H 3.3263 0.5740 0.4249

Values from the calculation:
M ... 141.13 g/mol
SMILES ... [H]/N=C(/O)c1noc(C)c1N

***

Energies in hartree, measured from the most stable structure: arrangement a 0.0534; arrangement b 0.0000.

***

Arrangement a

# C3H3BrO2

One molecule with the formula C3H3BrO2 (wB97M-V/def2-TZVPD, the OMol25 dataset).

Element x y z (Å)
1 C -0.1225 0.1193 -0.6954
2 C -0.5686 1.0623 0.6031
3 C 0.7685 -0.9645 -0.1561
4 O -0.5964 0.2831 -1.7748
5 O 0.0549 1.3161 1.5999
6 Br -2.4573 1.5520 0.2632
7 H 0.1631 -1.5152 0.5774
8 H 1.4627 -0.3419 0.4687
9 H 1.2957 -1.5113 -0.8860

Values from the calculation:
M ... 150.96 g/mol
SMILES ... CC(=O)C(=O)Br

***

Arrangement b

# C3H3BrO2

A 2-piece molecular cluster, C3H3BrO2 overall (wB97M-V/def2-TZVPD, the OMol25 dataset).

Element x y z (Å)
1 C 0.5827 0.1817 1.3955
2 C -0.9196 0.2330 -1.0335
3 C 0.1161 0.0658 -0.0323
4 O 0.0177 -0.1636 2.3524
5 O 0.4867 0.8035 -1.1127
6 Br 0.9955 -2.4419 -0.1416
7 H 1.6153 0.7573 1.2491
8 H -1.1635 -0.4262 -1.9012
9 H -1.7309 0.9904 -0.7756

Values from the calculation:
M ... 150.96 g/mol

***

Arrangement c

# C3H3BrO2

A 2-piece molecular cluster, C3H3BrO2 overall (wB97M-V/def2-TZVPD, the OMol25 dataset).

Element x y z (Å)
1 C 0.5484 0.2503 0.6503
2 C -1.6308 -0.4122 0.6020
3 C 0.9968 0.4593 -0.7200
4 O 0.9918 0.2870 1.7300
5 O -2.5739 0.2604 0.7797
6 Br -1.7101 -2.3047 0.1468
7 H 0.1890 0.7637 -1.3786
8 H 1.3851 -0.4968 -1.0728
9 H 1.8038 1.1930 -0.7374

Values from the calculation:
M ... 150.96 g/mol

***

Arrangement d

# C3H3BrO2

A 3-piece molecular cluster, C3H3BrO2 overall (wB97M-V/def2-TZVPD, the OMol25 dataset).

Element x y z (Å)
1 C 0.9587 -0.1416 0.6378
2 C 2.0401 1.8981 -1.4174
3 C 1.2650 -1.2625 1.2663
4 O 0.6311 0.8428 0.0777
5 O 3.0107 1.8426 -0.8342
6 Br -4.8141 0.6293 -1.1171
7 H 1.1669 -2.1905 0.7217
8 H 1.4048 -1.2198 2.3313
9 H -5.6632 -0.3983 -1.6661

Values from the calculation:
M ... 150.96 g/mol

***

Energies in hartree, measured from the most stable structure: arrangement a 0.0000; arrangement b 0.1126; arrangement c 0.0512; arrangement d 0.0365.

***

Arrangement a

# C3H3BrO2

A 2-piece molecular cluster, C3H3BrO2 overall (wB97M-V/def2-TZVPD, the OMol25 dataset).

Element x y z (Å)
1 C 0.2501 0.3194 0.1443
2 C -0.8110 -0.1731 -0.5339
3 C -2.1752 -1.6952 1.6528
4 O -1.1865 -2.1162 2.1145
5 O -1.9653 -0.6759 -0.1419
6 Br -3.9420 -1.8197 2.0145
7 H 1.1020 0.6685 -0.3616
8 H 0.1643 0.3136 1.3236
9 H -0.7679 -0.1468 -1.7369

Values from the calculation:
M ... 150.96 g/mol

***

Arrangement b

# C3H3BrO2

A 2-piece molecular cluster, C3H3BrO2 overall (wB97M-V/def2-TZVPD, the OMol25 dataset).

Element x y z (Å)
1 C -0.0139 0.9481 -0.1989
2 C 1.6398 -0.4777 -0.1527
3 C -1.1987 0.1066 0.0529
4 O 0.3383 2.0168 -0.4097
5 O 2.5501 -0.6511 -0.8179
6 Br 1.2077 -1.5669 1.4108
7 H -1.0903 -0.5420 0.9258
8 H -1.3333 -0.4834 -0.8592
9 H -2.0999 0.6494 0.0490

Values from the calculation:
M ... 150.96 g/mol

***

Energies in hartree, measured from the most stable structure: arrangement a 0.0642; arrangement b 0.0000.

***

Arrangement a

# C4H13N3

An isolated ion of composition C4H13N3 and charge +1 (wB97M-V/def2-TZVPD, the OMol25 dataset).

Element x y z (Å)
1 C 0.9391 0.5560 -1.1939
2 C 0.8382 0.5272 0.3003
3 C 0.4704 -0.9025 0.7780
4 N -2.4132 -0.6925 1.7626
5 C -1.9812 -1.5591 0.7725
6 N -0.7196 -1.4444 0.1855
7 N 1.4764 1.8859 -1.6675
8 H -0.0181 0.4487 -1.6925
9 H 1.5885 -0.2385 -1.5727
10 H 0.0522 1.2173 0.6178
11 H 1.8049 0.8057 0.7182
12 H 1.3119 -1.5260 0.4591
13 H 0.3784 -0.9184 1.8593
14 H -3.3904 -0.5941 1.9730
15 H -1.7609 -0.4151 2.4776
16 H -2.6378 -2.2719 0.3174
17 H -0.6767 -1.5627 -0.8158
18 H 0.8553 2.6395 -1.3547
19 H 2.3807 2.0916 -1.2382
20 H 1.5020 1.9532 -2.6861

Values from the calculation:
Expectation value of S² ... 0.75
M ... 103.17 g/mol
Charge ... +1
Spin multiplicity ... 2

***

Arrangement b

# C4H13N3

An isolated ion of composition C4H13N3 and charge +1 (wB97M-V/def2-TZVPD, the OMol25 dataset).

Element x y z (Å)
1 N -0.2776 -1.2382 -0.9095
2 C -0.4320 0.0276 -0.3078
3 C 0.3117 0.1194 1.0895
4 C 1.7447 -0.3249 1.0519
5 N 2.4087 0.2372 -0.1369
6 C -1.9743 0.3539 -0.0515
7 N -2.6014 0.8651 -1.2417
8 H -0.6682 -2.1101 -0.5583
9 H 0.7040 -1.4843 -1.0818
10 H 0.1165 0.6841 -0.9854
11 H 0.2901 1.2126 1.1896
12 H -0.2868 -0.1856 1.9460
13 H 1.7193 -1.4248 0.9611
14 H 2.3140 -0.1911 1.9718
15 H 2.3565 1.2507 -0.0749
16 H 3.4081 0.0612 -0.0452
17 H -1.9713 1.0959 0.7413
18 H -2.3741 -0.6445 0.1021
19 H -2.0376 1.5665 -1.7277
20 H -2.7504 0.1293 -1.9325

Values from the calculation:
Expectation value of S² ... 0.76
M ... 103.17 g/mol
Charge ... +1
Spin multiplicity ... 2

***

Energies in hartree, measured from the most stable structure: arrangement a 0.0000; arrangement b 0.0193.

***

Arrangement a

# C2H3NO2

One molecule with the formula C2H3NO2 (wB97M-V/def2-TZVPD, the OMol25 dataset).

Element x y z (Å)
1 C 0.1796 0.2889 0.0769
2 C -0.1638 -1.9707 -0.4588
3 N 0.3339 1.3086 0.7450
4 O 0.3918 -0.7706 -0.4771
5 O -0.0972 2.6477 0.2507
6 H 0.3719 -2.7074 -0.9323
7 H -1.2524 -2.1466 -0.1058
8 H 0.2362 3.3501 0.9014

Values from the calculation:
M ... 73.05 g/mol

***

Arrangement b

# C2H3NO2

One molecule with the formula C2H3NO2 (wB97M-V/def2-TZVPD, the OMol25 dataset).

Element x y z (Å)
1 O -2.4451 0.2750 0.0861
2 C -1.3713 -0.1291 -0.2623
3 N -0.1715 0.3014 0.3168
4 C 0.9375 -0.2338 -0.1730
5 O 2.0830 0.1662 0.3659
6 H -1.1938 -0.8715 -1.0612
7 H -0.2007 0.9857 1.0667
8 H 2.3620 -0.4939 -0.3389

Values from the calculation:
M ... 73.05 g/mol

***

Energies in hartree, measured from the most stable structure: arrangement a 0.1933; arrangement b 0.0000.

***

Arrangement a

# C2H3NO2

One molecule with the formula C2H3NO2 (wB97M-V/def2-TZVPD, the OMol25 dataset).

Element x y z (Å)
1 C -1.2289 -0.2612 -0.0116
2 C 0.1834 -0.0930 -0.4527
3 N -0.5354 0.7642 0.4815
4 O -2.3285 -0.6948 -0.1367
5 O 1.4341 -0.9626 0.3666
6 H 0.5321 0.3553 -1.3979
7 H -0.2645 1.4155 1.1010
8 H 2.2077 -0.5235 0.0498

Values from the calculation:
M ... 73.05 g/mol
SMILES ... O=C1N[C@H]1O

***

Arrangement b

# C2H3NO2

A 2-piece molecular cluster, C2H3NO2 overall (wB97M-V/def2-TZVPD, the OMol25 dataset).

Element x y z (Å)
1 C 0.2704 -0.1989 0.1719
2 C 3.2595 0.0539 -1.0027
3 N 0.6012 0.4620 -0.8686
4 O 3.3968 0.4129 0.0799
5 O 1.0275 -0.1457 1.2601
6 H -0.4774 -0.8940 0.1546
7 H 1.7816 0.3519 1.0752
8 H -0.1024 0.2797 -1.5249

Values from the calculation:
M ... 73.05 g/mol

***

Arrangement c

# C2H3NO2

One molecule with the formula C2H3NO2 (wB97M-V/def2-TZVPD, the OMol25 dataset).

Element x y z (Å)
1 C 0.4919 -0.1927 -0.7541
2 C -0.4833 0.0935 0.1389
3 N 0.3790 -0.2195 -2.1059
4 O 2.2895 0.9284 -2.4628
5 O 1.1911 0.4722 -2.8525
6 H 1.5290 -0.3191 -0.1883
7 H -1.4319 0.4711 -0.1029
8 H -0.2985 0.1363 1.1913

Values from the calculation:
M ... 73.05 g/mol

***

Energies in hartree, measured from the most stable structure: arrangement a 0.0821; arrangement b 0.0000; arrangement c 0.2334.

***

Arrangement a

# C2H3NO2

A 2-piece molecular cluster, C2H3NO2 overall (wB97M-V/def2-TZVPD, the OMol25 dataset).

Element x y z (Å)
1 C -2.1199 0.3593 -0.2950
2 C 1.6906 -0.1546 0.0514
3 N -1.2298 -0.3071 0.1342
4 O -3.0766 0.7785 -0.7963
5 O 2.2843 0.1715 1.0280
6 H 0.8741 0.4683 -0.4515
7 H 1.9741 -1.1970 -0.4795
8 H -0.3968 -0.1189 0.8088

Values from the calculation:
M ... 73.05 g/mol
SMILES ... N=C=O.C=O

***

Arrangement b

# C2H3NO2

C2H3NO2 as an isolated structure (wB97M-V/def2-TZVPD, the OMol25 dataset).

Element x y z (Å)
1 C -1.6673 -0.8084 0.2277
2 C -0.3476 -0.6273 -0.0575
3 N -2.7860 -0.6290 0.4307
4 O 1.3240 1.5802 0.0335
5 O 0.4127 -1.6996 -0.0948
6 H 0.1358 1.3228 -0.2259
7 H 1.5779 2.3713 -0.5017
8 H 1.3505 -1.5101 0.1881

Values from the calculation:
M ... 73.05 g/mol

***

Arrangement c

# C2H3NO2

One molecule with the formula C2H3NO2 (wB97M-V/def2-TZVPD, the OMol25 dataset).

Element x y z (Å)
1 O -0.1929 0.5709 -0.7980
2 C -0.9197 -0.1409 0.1028
3 N -0.4142 -0.5439 1.1843
4 C 1.1794 0.4916 -0.6764
5 O 1.8773 1.4210 -0.9329
6 H -1.9472 -0.2501 -0.2500
7 H -1.0994 -1.0395 1.7481
8 H 1.5167 -0.5090 -0.3778

Values from the calculation:
M ... 73.05 g/mol
SMILES ... [H]/N=C/OC=O

***

Energies in hartree, measured from the most stable structure: arrangement a 0.0314; arrangement b 0.1544; arrangement c 0.0000.

***

Arrangement a

# C2H3NO2

One molecule with the formula C2H3NO2 (wB97M-V/def2-TZVPD, the OMol25 dataset).

Element x y z (Å)
1 O -1.0526 -0.0517 -1.5481
2 C -1.1270 -0.2677 -0.3621
3 N -0.0538 -0.1800 0.5017
4 C 1.1822 0.2826 0.0361
5 O 1.9374 0.9307 0.7162
6 H -2.0628 -0.5421 0.1484
7 H -0.2258 -0.1272 1.4983
8 H 1.4024 -0.0446 -0.9905

Values from the calculation:
M ... 73.05 g/mol
SMILES ... O=CNC=O

***

Arrangement b

# C2H3NO2

One molecule with the formula C2H3NO2 (wB97M-V/def2-TZVPD, the OMol25 dataset).

Element x y z (Å)
1 C 1.4007 0.3239 -0.0207
2 C -0.1927 0.8775 0.0483
3 N -0.7329 -0.1722 0.5321
4 O 1.7600 -0.7314 -0.2252
5 O -0.6078 -1.3165 -0.2637
6 H -0.2687 1.6778 0.6778
7 H -0.2281 1.3230 -0.9807
8 H -1.1305 -1.9822 0.2321

Values from the calculation:
M ... 73.05 g/mol

***

Energies in hartree, measured from the most stable structure: arrangement a 0.0000; arrangement b 0.1668.